1.
Computed, not measured: one molecule with the formula C6H14N2O3, with ωB97M-V with the def2-TZVPD basis set.

**ΔE to the lowest compared entry with this formula, charge and spin**: 2.769 eV
**Net charge**: 0
**2S+1**: 1
**HOMO**: -9.1 eV
**Calculated total energy**: -572.1422 Ha
**SMILES**: N[C@H]1C[C@H](N)[C@@H](O)[C@H](O)[C@H]1O
**Gap between HOMO and LUMO**: 9.90 eV

Last column: Löwdin charge in e.
Cartesian coordinates (Å):
1 N -1.99 1.47 -0.02  0.03
2 C -1.06 0.77 -0.82  -0.30
3 C 0.44 1.17 -0.65  -0.07
4 C 1.27 0.51 0.51  -0.44
5 N 2.58 0.42 0.06  -0.02
6 C 0.65 -0.82 0.99  -0.40
7 O -0.33 -0.54 1.80  -0.04
8 C -0.01 -1.61 -0.18  -0.25
9 O 0.78 -1.75 -1.36  -0.04
10 C -1.25 -0.78 -0.64  -0.23
11 O -2.25 -1.05 0.33  -0.02
12 H -1.68 1.30 0.95  0.10
13 H -2.31 2.43 -0.05  0.10
14 H -1.46 0.76 -1.86  0.15
15 H 0.82 2.29 -0.52  0.14
16 H 1.09 0.72 -1.55  0.14
17 H 1.19 1.14 1.38  0.13
18 H 2.96 1.49 -0.05  0.15
19 H 3.33 0.07 0.77  0.13
20 H 1.35 -1.46 1.45  0.14
21 H -1.33 -0.91 1.55  0.15
22 H -0.22 -2.67 0.26  0.19
23 H 1.60 -1.21 -1.28  0.08
24 H -1.40 -1.42 -1.52  0.15
25 H -2.78 -0.30 0.44  0.05

2.
Computed, not measured: a 2-piece molecular cluster, C6H14N2O4P2 overall, with ωB97M-V with the def2-TZVPD basis set.

**ΔE to the lowest compared entry with this formula, charge and spin**: 0.374 eV
**Net charge**: -2
**2S+1**: 1
**HOMO (alpha / beta)**: -1.0 / 0.1 eV
**Calculated total energy**: -1330.3407 Ha
**Gap between HOMO and LUMO (alpha / beta)**: 6.63 / 5.51 eV

Last column: Löwdin charge in e.
Cartesian coordinates (Å):
1 C -1.90 -1.52 1.48  -0.23
2 C -0.59 -2.12 0.98  -0.21
3 C -2.42 -0.49 0.49  -0.22
4 C 0.46 -1.01 0.77  -0.25
5 C -1.37 0.60 0.24  -0.23
6 C -0.09 -0.03 -0.20  -0.27
7 N 0.64 0.85 -2.77  -0.09
8 N 3.33 1.55 0.45  -0.15
9 O -1.35 -0.79 -2.51  -0.41
10 O 1.91 3.58 1.34  -0.50
11 O 1.05 -1.64 -2.09  -0.41
12 O 2.52 3.50 -1.14  -0.48
13 P 0.03 -0.55 -1.96  0.22
14 P 2.11 2.77 0.10  0.29
15 H -2.64 -2.32 1.63  0.09
16 H -1.73 -1.04 2.45  0.10
17 H -0.22 -2.88 1.68  0.10
18 H -0.75 -2.58 0.00  0.11
19 H -2.62 -0.97 -0.47  0.09
20 H -3.35 -0.04 0.86  0.09
21 H 0.69 -0.54 1.74  0.10
22 H 1.37 -1.46 0.37  0.09
23 H -1.73 1.29 -0.52  0.10
24 H -1.21 1.17 1.17  0.10
25 H -0.02 1.61 -2.66  0.02
26 H 3.01 1.03 1.25  -0.01
27 H 3.37 0.92 -0.35  -0.01
28 H 1.51 1.14 -2.33  -0.01

3.
Computed, not measured: a 2-piece molecular cluster, C6H14N2P overall, with ωB97M-V with the def2-TZVPD basis set.

**ΔE to the lowest compared entry with this formula, charge and spin**: 4.900 eV
**Net charge**: +1
**2S+1**: 1
**HOMO**: -12.8 eV
**Calculated total energy**: -687.4373 Ha
**Gap between HOMO and LUMO**: 9.85 eV

Last column: Löwdin charge in e.
Cartesian coordinates (Å):
1 C -2.68 0.29 -2.40  -0.10
2 C -1.32 0.65 -2.14  0.02
3 C -1.85 -0.32 1.20  -0.02
4 C -2.19 0.87 0.38  -0.18
5 C -2.08 0.55 -1.04  -0.14
6 C 1.77 -1.37 0.75  -0.18
7 N 1.59 0.04 0.38  -0.49
8 N -0.87 0.76 1.05  0.10
9 P 2.87 1.12 1.01  0.83
10 H -3.37 1.00 -2.88  0.11
11 H -2.92 -0.70 -2.58  0.07
12 H -0.30 0.63 -2.54  0.11
13 H 1.48 0.23 -0.62  0.07
14 H -2.36 -0.54 2.11  0.12
15 H -1.80 -1.20 0.60  0.13
16 H -2.94 1.68 0.46  0.19
17 H 1.40 -1.51 1.84  0.12
18 H 1.13 -1.84 0.01  0.08
19 H 2.81 -1.71 0.67  0.07
20 H -0.59 1.57 1.68  0.21
21 H 3.84 0.20 0.58  -0.10
22 H 2.88 0.57 2.29  -0.11
23 H 0.07 0.36 0.50  0.11

4.
Computed, not measured: one molecule with the formula C6H14N2S2, with ωB97M-V with the def2-TZVPD basis set.

**ΔE to the lowest compared entry with this formula, charge and spin**: 2.270 eV
**Net charge**: 0
**2S+1**: 1
**HOMO**: -8.2 eV
**Calculated total energy**: -1142.7809 Ha
**SMILES**: CN(C)CCCNC(=S)S
**Gap between HOMO and LUMO**: 8.46 eV

Last column: Löwdin charge in e.
Cartesian coordinates (Å):
1 C -1.66 1.78 -0.79  -0.12
2 N -1.31 0.51 -0.15  -0.33
3 C -2.42 -0.12 0.62  -0.11
4 C -0.64 -0.49 -1.00  -0.20
5 C 0.22 -1.65 -0.24  -0.12
6 C 1.21 -1.18 0.94  -0.24
7 N 1.80 0.03 0.75  -0.13
8 C 2.87 0.19 -0.01  -1.18
9 S 4.06 -0.90 -0.67  0.48
10 S 3.53 1.79 0.13  0.72
11 H -0.65 2.42 -0.84  0.12
12 H -2.13 1.68 -1.94  0.13
13 H -2.45 2.13 -0.11  0.06
14 H -2.31 -1.03 1.28  0.09
15 H -2.80 0.59 1.29  0.04
16 H -3.31 -0.32 -0.16  0.12
17 H -1.16 -0.88 -1.83  0.08
18 H 0.13 0.17 -1.57  0.13
19 H -0.35 -2.42 0.33  0.09
20 H 0.67 -2.36 -1.05  0.12
21 H 2.12 -1.89 1.11  0.14
22 H 0.51 -1.02 1.78  0.12
23 H 1.19 0.75 0.87  0.08
24 H 2.89 2.22 1.28  -0.10

5.
Computed, not measured: one molecule with the formula C6H14N2Si, with ωB97M-V with the def2-TZVPD basis set.

**ΔE to the lowest compared entry with this formula, charge and spin**: 4.674 eV
**Net charge**: 0
**2S+1**: 1
**HOMO (alpha / beta)**: -8.0 / -7.4 eV
**Calculated total energy**: -635.9192 Ha
**Gap between HOMO and LUMO (alpha / beta)**: 8.81 / 7.36 eV

Last column: Löwdin charge in e.
Cartesian coordinates (Å):
1 C 1.45 -1.48 -0.13  -0.26
2 C 2.84 -0.66 0.20  -0.19
3 C 0.30 -1.06 0.61  -0.16
4 C -2.68 -0.65 0.13  -0.19
5 C -0.70 0.76 -1.77  -0.19
6 C -1.00 1.69 1.23  -0.20
7 N 2.77 0.68 0.01  -0.12
8 N 1.97 1.51 -0.12  0.19
9 Si -0.96 0.20 0.03  0.51
10 H 1.32 -1.37 -1.20  0.08
11 H 1.77 -2.50 0.12  0.10
12 H 3.11 -0.84 1.24  0.12
13 H 3.62 -1.08 -0.44  0.11
14 H 0.30 -1.33 1.66  0.06
15 H -2.59 -1.73 0.17  0.01
16 H -3.23 -0.34 1.02  0.02
17 H -3.30 -0.40 -0.72  0.01
18 H -1.64 0.80 -2.30  0.02
19 H -0.25 1.75 -1.83  0.01
20 H -0.05 0.08 -2.32  0.01
21 H -0.08 2.26 1.18  -0.01
22 H -1.82 2.36 1.00  0.02
23 H -1.14 1.36 2.25  0.02

6.
Computed, not measured: an isolated ion of composition C6H14N3 and charge +1, with ωB97M-V with the def2-TZVPD basis set.

**ΔE to the lowest compared entry with this formula, charge and spin**: 3.425 eV
**Net charge**: +1
**2S+1**: 1
**HOMO**: -13.7 eV
**Calculated total energy**: -400.9244 Ha
**SMILES**: C[N@@H+]1N[C@]12CCCCN2
**Gap between HOMO and LUMO**: 10.91 eV

Last column: Löwdin charge in e.
Cartesian coordinates (Å):
1 C -3.09 -0.15 0.38  0.03
2 N -1.88 0.53 -0.02  -0.07
3 N -1.27 0.37 -1.27  0.20
4 C -0.48 0.15 -0.10  -0.32
5 C 0.17 -1.22 0.16  -0.12
6 C 1.54 -1.24 -0.42  -0.19
7 C 2.38 -0.09 0.20  -0.19
8 C 1.76 1.28 -0.19  -0.16
9 N 0.36 1.42 0.34  0.03
10 H -2.65 -0.92 1.13  0.14
11 H -3.85 0.46 0.99  0.14
12 H -3.63 -0.59 -0.44  0.10
13 H -1.87 1.47 0.36  0.18
14 H -1.14 1.12 -1.87  0.12
15 H -0.49 -2.03 -0.23  0.14
16 H 0.09 -1.40 1.15  0.09
17 H 1.69 -1.25 -1.50  0.12
18 H 2.14 -2.14 0.02  0.16
19 H 2.52 -0.32 1.28  0.13
20 H 3.37 -0.23 -0.18  0.10
21 H 2.34 2.07 0.22  0.10
22 H 1.62 1.29 -1.36  0.15
23 H 0.37 1.42 1.37  0.12

7.
Computed, not measured: a 2-piece molecular cluster, C6H14N3O2 overall, with ωB97M-V with the def2-TZVPD basis set.

**ΔE to the lowest compared entry with this formula, charge and spin**: 2.003 eV
**Net charge**: +1
**2S+1**: 1
**HOMO**: -13.1 eV
**Calculated total energy**: -551.4424 Ha
**Gap between HOMO and LUMO**: 10.15 eV

Last column: Löwdin charge in e.
Cartesian coordinates (Å):
1 C 2.96 -1.17 0.79  -0.11
2 C -1.12 -1.25 0.08  -0.42
3 C -2.80 1.06 0.30  -0.08
4 C 0.34 -0.18 -1.58  0.09
5 C -1.69 1.11 -0.82  -0.15
6 C -0.77 -0.12 -0.79  -0.26
7 N 4.03 -0.37 1.01  0.17
8 N -2.39 -1.79 -0.18  0.19
9 N 1.81 -0.73 1.11  0.00
10 O -0.37 -1.72 0.93  0.08
11 O 1.61 0.63 1.40  0.03
12 H -3.41 0.25 0.36  0.00
13 H -2.36 1.05 1.38  0.13
14 H -3.39 1.93 0.25  0.06
15 H 3.12 -2.09 0.30  0.15
16 H 1.10 -0.96 -1.34  0.07
17 H 0.63 0.63 -2.31  0.11
18 H -2.17 0.98 -1.83  0.13
19 H -1.06 2.00 -0.73  0.12
20 H 4.94 -0.84 0.89  0.14
21 H 3.91 0.54 1.38  0.10
22 H -3.11 -1.31 -0.59  0.06
23 H -2.76 -2.65 0.39  0.19
24 H 0.80 -1.16 1.09  0.03
25 H 1.68 0.79 2.36  0.14

8.
Computed, not measured: a 2-piece molecular cluster, C6H14N3O2 overall, with ωB97M-V with the def2-TZVPD basis set.

**ΔE to the lowest compared entry with this formula, charge and spin**: 1.336 eV
**Net charge**: +1
**2S+1**: 1
**HOMO**: -13.5 eV
**Calculated total energy**: -551.4670 Ha
**Gap between HOMO and LUMO**: 9.33 eV

Last column: Löwdin charge in e.
Cartesian coordinates (Å):
1 C -2.44 -2.25 -0.21  -0.41
2 C 0.35 1.21 1.39  -0.13
3 C 0.60 2.30 0.37  -0.07
4 C 1.12 0.00 0.77  -0.28
5 C 0.22 1.47 -0.88  -0.28
6 C 0.71 0.11 -0.75  -0.13
7 N 0.64 -1.22 1.33  0.06
8 N -1.67 -1.60 -0.93  0.09
9 N 0.88 -0.63 -1.79  0.28
10 O -2.07 -2.99 0.78  0.08
11 O 0.62 1.86 -2.22  0.00
12 H -3.57 -2.33 -0.46  0.16
13 H 0.47 1.46 2.41  0.12
14 H -0.67 0.83 1.42  0.13
15 H 0.17 3.20 0.39  0.09
16 H 1.66 2.50 0.60  0.15
17 H 2.22 0.13 0.68  0.18
18 H -0.91 1.28 -1.03  0.21
19 H 0.52 -0.94 2.34  0.13
20 H 1.34 -1.93 1.25  0.08
21 H -2.10 -1.18 -1.74  0.06
22 H -1.14 -2.67 0.88  0.09
23 H 0.98 -1.63 -1.94  0.16
24 H 0.50 -0.21 -2.62  0.13
25 H 0.35 2.77 -2.29  0.10

9.
Computed, not measured: an isolated ion of composition C6H14N3O2S and charge +1, with ωB97M-V with the def2-TZVPD basis set.

**ΔE to the lowest compared entry with this formula, charge and spin**: 5.530 eV
**Net charge**: +1
**2S+1**: 1
**HOMO**: -12.8 eV
**Calculated total energy**: -949.4935 Ha
**SMILES**: CN[S@](=O)([O-])=C=[N+](C)C[NH+]1CC1
**Gap between HOMO and LUMO**: 9.50 eV

Last column: Löwdin charge in e.
Cartesian coordinates (Å):
1 C 2.90 -1.97 -0.50  -0.11
2 N 3.24 -0.57 -0.36  -0.19
3 S 2.18 0.47 0.27  0.60
4 O 2.84 1.71 0.51  -0.26
5 O 1.43 -0.17 1.32  -0.32
6 C 0.75 0.35 -0.77  -0.05
7 N -0.17 1.28 -0.59  -0.21
8 C 0.03 2.59 0.11  -0.01
9 C -1.45 0.80 -0.97  -0.12
10 N -2.10 0.13 0.21  0.01
11 C -2.07 -1.37 0.34  -0.03
12 C -1.40 -0.59 1.32  -0.04
13 H 3.71 -2.64 -0.59  0.06
14 H 2.26 -2.35 0.35  0.10
15 H 2.25 -2.00 -1.55  0.14
16 H 3.56 -0.11 -1.12  0.07
17 H 1.15 2.65 0.27  0.08
18 H -0.50 3.47 -0.31  0.10
19 H -0.31 2.78 1.20  0.12
20 H -2.06 1.74 -1.36  0.19
21 H -1.47 0.17 -1.81  0.12
22 H -3.01 0.54 0.50  0.20
23 H -1.40 -1.75 -0.43  0.13
24 H -3.04 -1.92 0.45  0.16
25 H -1.75 -0.33 2.30  0.14
26 H -0.22 -0.68 1.26  0.12

10.
Computed, not measured: C6H14N3S as an isolated structure, with ωB97M-V with the def2-TZVPD basis set.

**ΔE to the lowest compared entry with this formula, charge and spin**: 4.548 eV
**Net charge**: +1
**2S+1**: 1
**HOMO (alpha / beta)**: -12.6 / -12.6 eV
**Calculated total energy**: -799.0799 Ha
**Gap between HOMO and LUMO (alpha / beta)**: 7.53 / 7.53 eV

Last column: Löwdin charge in e.
Cartesian coordinates (Å):
1 C 0.00 -0.87 -0.03  -0.54
2 C -1.45 1.63 -1.37  -0.03
3 C -3.16 -0.13 -1.01  0.00
4 C -2.32 1.40 0.88  -0.01
5 C 3.46 -1.07 1.78  -0.11
6 C -1.99 0.61 -0.42  -0.65
7 N 4.01 -1.40 -0.43  0.12
8 N -0.98 -0.31 -0.32  0.13
9 N 3.15 -1.02 0.41  -0.26
10 S 1.11 -1.98 0.22  0.91
11 H -1.39 1.03 -2.38  0.14
12 H -2.09 2.42 -1.35  0.05
13 H -0.46 1.99 -1.11  0.09
14 H -3.98 0.56 -0.97  0.10
15 H -3.17 -1.07 -0.50  0.09
16 H -3.01 -0.49 -1.98  0.07
17 H -2.65 0.78 1.67  0.05
18 H -1.33 1.88 1.30  0.13
19 H -3.10 2.23 0.75  0.12
20 H 4.20 -1.75 2.02  0.07
21 H 2.64 -1.09 2.53  0.11
22 H 3.88 -0.05 1.99  0.13
23 H 4.59 -2.15 -0.25  0.11
24 H 4.05 -1.17 -1.44  0.17

11.
Computed, not measured: one molecule with the formula C6H14N4, with ωB97M-V with the def2-TZVPD basis set.

**ΔE to the lowest compared entry with this formula, charge and spin**: 3.675 eV
**Net charge**: 0
**2S+1**: 1
**HOMO**: -8.3 eV
**Calculated total energy**: -455.9039 Ha
**SMILES**: CN1N=N[C@H](C(C)(C)C)N1
**Gap between HOMO and LUMO**: 9.16 eV

Last column: Löwdin charge in e.
Cartesian coordinates (Å):
1 C -1.33 1.53 3.20  -0.07
2 N -1.33 0.78 1.98  -0.22
3 N -2.32 0.46 1.19  0.03
4 N -2.00 0.41 0.00  0.05
5 C -0.67 0.90 -0.17  -0.31
6 C 0.25 -0.09 -1.01  -0.50
7 C 1.79 -0.19 -0.59  -0.01
8 C 0.16 0.44 -2.41  -0.08
9 C -0.26 -1.52 -0.99  -0.06
10 N -0.22 1.16 1.18  0.07
11 H -0.61 1.16 3.86  0.05
12 H -1.24 2.64 3.13  0.10
13 H -2.26 1.39 3.79  0.09
14 H -0.74 1.88 -0.72  0.14
15 H 2.29 -1.04 -0.91  0.05
16 H 1.74 -0.21 0.54  0.08
17 H 2.26 0.69 -0.87  0.05
18 H 0.77 -0.06 -3.09  0.06
19 H -0.96 0.38 -2.81  0.14
20 H 0.34 1.49 -2.50  0.07
21 H 0.54 -2.06 -1.46  0.07
22 H -0.97 -1.60 -1.74  0.05
23 H -0.48 -2.01 -0.07  0.08
24 H 0.46 0.54 1.44  0.05

12.
Computed, not measured: an isolated ion of composition C6H14N4OP and charge +1, with ωB97M-V with the def2-TZVPD basis set.

**ΔE to the lowest compared entry with this formula, charge and spin**: 0.127 eV
**Net charge**: +1
**2S+1**: 1
**HOMO**: -14.6 eV
**Calculated total energy**: -872.3652 Ha
**SMILES**: CCCCc1nn(N)c([PH2]=O)[nH+]1
**Gap between HOMO and LUMO**: 10.46 eV

Last column: Löwdin charge in e.
Cartesian coordinates (Å):
1 C -0.52 0.12 3.62  -0.10
2 C -1.18 -0.96 2.77  -0.24
3 C -1.58 -0.48 1.36  -0.18
4 C -1.08 -1.40 0.22  -0.09
5 C -0.11 -0.75 -0.69  -0.26
6 N 1.06 -1.19 -1.05  0.22
7 N 1.54 -0.24 -1.88  -0.17
8 N 2.78 -0.32 -2.50  0.16
9 C 0.72 0.77 -2.04  -0.28
10 P 0.97 2.35 -2.96  0.75
11 O 2.21 3.05 -2.62  -0.37
12 N -0.35 0.46 -1.30  0.18
13 H -0.97 1.10 3.45  0.07
14 H 0.54 0.21 3.39  0.07
15 H -0.61 -0.10 4.68  0.08
16 H -0.51 -1.81 2.70  0.10
17 H -2.08 -1.30 3.29  0.11
18 H -2.66 -0.38 1.29  0.11
19 H -1.18 0.53 1.23  0.10
20 H -0.64 -2.31 0.61  0.12
21 H -1.93 -1.70 -0.40  0.13
22 H 2.72 -0.97 -3.27  0.12
23 H 3.46 -0.65 -1.82  0.12
24 H -0.23 2.97 -2.60  0.03
25 H 0.79 1.95 -4.29  0.03
26 H -1.15 1.06 -1.18  0.18